# C48H82ClN4O30PSSi2

C48H82ClN4O30PSSi2 as an isolated structure in a non-equilibrium geometry (the ωB97M-V functional and the def2-TZVPD basis, the OMol25 dataset).

Summary:
HOMO level ... -8.07 eV
Kohn-Sham gap ... 0.3043 Eh

Structure (XYZ):
```
169
C48H82ClN4O30PSSi2, DFT the ωB97M-V functional and the def2-TZVPD basis
C 4.943 -5.076 1.481
C 4.612 -3.682 0.952
C 5.599 -3.240 -0.130
N 4.946 -2.401 -1.169
Si 5.303 -0.695 -1.136
O 3.928 0.166 -1.398
Si 2.971 0.841 -0.228
C 1.256 0.118 -0.358
C 0.530 0.114 1.002
C -0.551 -0.932 1.204
C -1.867 -0.658 0.493
S -1.731 -0.774 -1.319
C -3.340 -1.368 -1.571
N -4.341 -1.270 -0.772
N -5.386 -1.951 -1.381
C -4.937 -2.389 -2.493
O -3.637 -2.045 -2.710
C 2.895 2.702 -0.473
Cl 2.244 3.043 -2.114
C 4.254 3.388 -0.276
C 4.156 4.821 0.264
P 6.620 0.024 -2.839
N 8.157 -0.665 -2.497
O 5.960 -0.848 -4.106
H 4.478 -5.248 2.448
H 4.608 -5.846 0.786
H 6.023 -5.188 1.597
H 3.620 -3.689 0.503
H 4.625 -2.965 1.774
H 5.992 -4.136 -0.613
H 6.453 -2.739 0.335
H 5.276 -2.754 -2.063
H 5.902 -0.364 0.178
H 3.525 0.547 1.116
H 0.718 0.752 -1.069
H 1.310 -0.872 -0.815
H 1.283 -0.044 1.776
H 0.115 1.110 1.174
H -0.187 -1.940 1.002
H -0.784 -0.910 2.273
H -2.289 0.295 0.809
H -2.597 -1.411 0.773
H -5.474 -2.970 -3.218
H 2.192 3.108 0.257
H 4.763 3.389 -1.239
H 4.843 2.773 0.409
H 3.205 4.994 0.764
H 4.266 5.553 -0.533
H 4.947 5.005 0.988
H 8.116 -1.608 -2.120
H 8.713 -0.696 -3.345
H 6.145 -1.790 -3.986
C 2.259 -3.206 -7.672
C 2.868 -3.091 -6.303
C 4.374 -2.949 -6.280
O 4.705 -3.520 -5.006
C 3.741 -4.417 -4.685
O 3.812 -5.181 -3.778
O 2.700 -4.312 -5.539
H 2.734 -4.004 -8.244
H 1.197 -3.443 -7.594
H 2.368 -2.274 -8.227
H 2.395 -2.287 -5.733
H 4.720 -1.919 -6.327
H 4.858 -3.539 -7.062
C -3.768 3.429 2.009
C -2.608 3.784 2.897
C -1.544 4.655 2.256
O -0.361 4.288 2.986
C -0.544 3.025 3.440
O 0.306 2.353 3.931
O -1.818 2.626 3.250
H -3.422 2.994 1.068
H -4.412 2.700 2.494
H -4.351 4.326 1.798
H -2.966 4.226 3.832
H -1.729 5.721 2.353
H -1.392 4.403 1.203
C 9.834 -7.193 2.528
C 8.854 -7.360 3.658
C 7.808 -8.440 3.470
O 6.720 -7.945 4.259
C 6.824 -6.594 4.302
O 5.989 -5.865 4.723
O 8.017 -6.196 3.796
H 9.309 -7.061 1.580
H 10.455 -6.313 2.688
H 10.480 -8.068 2.456
H 9.382 -7.499 4.606
H 8.116 -9.419 3.828
H 7.479 -8.515 2.431
C -3.980 6.830 7.329
C -3.957 6.921 5.830
C -4.423 8.238 5.244
O -4.923 7.832 3.959
C -5.318 6.541 4.064
O -5.931 5.943 3.239
O -4.905 6.014 5.235
H -4.961 7.097 7.718
H -3.766 5.811 7.650
H -3.237 7.501 7.761
H -2.967 6.657 5.443
H -3.632 8.973 5.123
H -5.245 8.672 5.818
C 2.472 0.962 -12.984
C 2.038 -0.083 -11.992
C 2.425 0.175 -10.551
O 2.511 -1.157 -10.022
C 2.820 -1.989 -11.054
O 3.141 -3.124 -10.925
O 2.709 -1.338 -12.229
H 3.543 1.151 -12.902
H 2.272 0.628 -14.001
H 1.932 1.893 -12.810
H 0.963 -0.267 -12.073
H 1.690 0.752 -9.996
H 3.405 0.648 -10.463
C -4.701 0.069 2.964
C -3.661 0.950 3.604
C -3.347 0.688 5.061
O -2.926 1.983 5.517
C -3.524 2.910 4.733
O -3.529 4.081 4.950
O -4.117 2.318 3.677
H -5.626 0.061 3.540
H -4.941 0.441 1.970
H -4.345 -0.956 2.865
H -2.739 0.948 3.013
H -2.556 -0.040 5.219
H -4.236 0.393 5.624
C -3.489 7.714 13.426
C -3.371 7.816 11.929
C -2.644 9.038 11.405
O -3.248 9.215 10.116
C -4.496 8.691 10.173
O -5.325 8.829 9.333
O -4.664 7.989 11.314
H -3.921 8.625 13.841
H -4.138 6.884 13.701
H -2.507 7.551 13.870
H -2.932 6.903 11.516
H -1.571 8.902 11.301
H -2.847 9.926 12.007
C -0.140 -7.264 -6.326
C -0.547 -7.147 -7.769
C -1.249 -5.858 -8.138
O -2.060 -6.259 -9.247
C -2.325 -7.584 -9.104
O -3.114 -8.187 -9.752
O -1.562 -8.110 -8.117
H -0.991 -7.082 -5.669
H 0.232 -8.264 -6.109
H 0.646 -6.544 -6.096
H 0.310 -7.319 -8.426
H -0.569 -5.063 -8.435
H -1.906 -5.499 -7.342
C -10.968 -0.375 -0.622
C -9.757 0.149 0.100
C -8.637 0.670 -0.779
O -7.488 0.451 0.041
C -7.761 -0.588 0.868
O -6.944 -1.107 1.553
O -9.076 -0.906 0.806
H -10.681 -1.124 -1.362
H -11.655 -0.849 0.078
H -11.489 0.440 -1.125
H -10.046 0.904 0.837
H -8.727 1.724 -1.027
H -8.528 0.083 -1.695
```

***

# C24H58P2PtSi4Te

C24H58P2PtSi4Te as an isolated structure in a non-equilibrium geometry (the ωB97M-V functional and the def2-TZVPD basis, the OMol25 dataset).

Summary:
HOMO level (alpha / beta) ... -9.34 / -13.44 eV
Charge ... +2
Multiplicity ... 5
Kohn-Sham gap (alpha / beta) ... 0.1599 / 0.1671 Eh

Structure (XYZ):
```
90
C24H58P2PtSi4Te, DFT the ωB97M-V functional and the def2-TZVPD basis
P -0.174 -1.566 -5.645
P 0.200 1.659 -5.566
C -0.384 -0.553 -7.206
C 0.372 0.772 -7.181
H -1.463 -0.407 -7.350
H -0.025 -1.183 -8.030
H 1.447 0.642 -7.364
H -0.015 1.463 -7.941
C -1.485 2.360 -5.876
H -1.721 3.097 -5.094
H -2.251 1.571 -5.868
H -1.471 2.848 -6.858
C 1.234 3.118 -5.952
H 0.829 3.591 -6.858
H 2.266 2.784 -6.128
H 1.199 3.817 -5.104
C -1.119 -3.010 -6.266
H -1.078 -3.809 -5.517
H -0.668 -3.346 -7.209
H -2.160 -2.704 -6.437
C 1.540 -2.117 -6.066
H 2.253 -1.281 -6.035
H 1.521 -2.537 -7.081
H 1.852 -2.893 -5.354
Pt -0.058 -0.538 -0.570
C 0.692 1.639 -1.982
C -0.670 1.329 -1.936
C -1.563 0.738 -3.000
C -1.841 -0.786 -2.972
C -0.749 -1.642 -2.413
C 0.658 -1.432 -2.491
C 1.310 -0.385 -3.356
C 1.777 0.934 -2.694
C 0.188 -2.171 0.539
H 1.014 2.445 -1.317
H -1.247 1.998 -1.282
H -1.141 1.000 -3.974
H -2.534 1.256 -2.976
H -2.724 -0.914 -2.324
H -2.157 -1.148 -3.967
H -1.046 -2.661 -2.152
H 1.274 -2.319 -2.285
H 0.519 -0.059 -4.061
H 2.138 -0.841 -3.925
H 2.613 0.711 -2.014
H 2.193 1.599 -3.467
H 1.075 -2.076 1.184
H 0.303 -3.026 -0.146
H -0.711 -2.309 1.162
C 3.382 0.356 4.288
Si 1.840 1.206 4.950
C 1.904 1.163 6.836
C 1.915 3.015 4.434
Si 0.005 0.198 3.890
Te -0.023 1.055 1.506
Si 0.004 -1.971 4.793
C -0.013 -2.058 6.677
C -1.527 -2.875 4.181
C 1.526 -2.918 4.224
Si -1.834 1.201 4.954
C -1.920 1.135 6.839
C -1.899 3.018 4.460
C -3.367 0.357 4.264
H 4.230 1.025 4.492
H 3.327 0.195 3.204
H 3.576 -0.607 4.775
H 2.773 1.773 7.132
H 1.020 1.596 7.318
H 2.059 0.153 7.236
H 1.769 3.138 3.353
H 1.177 3.634 4.959
H 2.921 3.378 4.694
H -0.895 -1.594 7.133
H -0.035 -3.129 6.933
H 0.880 -1.628 7.144
H -1.677 -2.775 3.099
H -1.373 -3.940 4.407
H -2.439 -2.543 4.692
H 1.616 -2.957 3.132
H 2.458 -2.512 4.638
H 1.407 -3.947 4.594
H -1.024 1.520 7.339
H -2.766 1.774 7.137
H -2.122 0.126 7.220
H -1.762 3.151 3.379
H -2.899 3.386 4.734
H -1.151 3.625 4.985
H -3.294 0.200 3.181
H -3.568 -0.608 4.744
H -4.218 1.026 4.457
```

***

# C24H94N3O24PS2Si2

C24H94N3O24PS2Si2 as an isolated structure in a non-equilibrium geometry (the ωB97M-V functional and the def2-TZVPD basis, the OMol25 dataset).

Summary:
HOMO level ... -8.36 eV
Kohn-Sham gap ... 0.2868 Eh

Structure (XYZ):
```
150
C24H94N3O24PS2Si2, DFT the ωB97M-V functional and the def2-TZVPD basis
C -1.209 -2.565 2.700
C -0.311 -1.813 1.749
O -0.465 -0.620 1.592
N 0.745 -2.473 1.051
C 0.473 -3.914 0.777
Si 2.315 -2.153 1.756
N 3.489 -3.117 0.916
O 2.583 -0.557 1.563
Si 3.614 0.317 2.539
S 4.077 2.138 1.535
C 5.258 -0.541 2.890
O 5.356 -0.723 4.320
N 6.727 -0.755 4.728
O 7.210 -1.798 4.532
P 2.313 -2.861 3.912
S 1.367 -1.692 5.164
H -1.774 -1.831 3.266
H -0.672 -3.263 3.343
H -1.913 -3.167 2.117
H 1.161 -4.563 1.325
H 0.685 -4.080 -0.279
H -0.565 -4.189 0.922
H 3.538 -4.057 1.295
H 3.194 -3.193 -0.056
H 2.898 0.646 3.773
H 2.961 2.413 0.825
H 5.427 -1.466 2.329
H 6.053 0.157 2.587
H 1.671 -4.118 3.834
H 3.634 -3.196 4.279
C -4.949 -4.380 1.078
O -4.548 -3.370 2.002
H -4.618 -5.353 1.439
H -6.036 -4.390 0.993
H -4.507 -4.184 0.102
H -4.874 -2.539 1.641
C 0.262 3.861 0.705
O 0.697 2.576 0.239
H 0.664 4.619 0.039
H -0.828 3.908 0.702
H 0.634 4.041 1.713
H 0.336 1.914 0.840
C -2.768 4.537 1.295
O -2.323 5.490 2.255
H -2.474 3.551 1.648
H -3.856 4.574 1.190
H -2.322 4.730 0.322
H -2.582 6.360 1.942
C -4.565 4.084 -2.446
O -4.135 5.046 -1.496
H -4.264 3.099 -2.097
H -5.654 4.105 -2.538
H -4.110 4.294 -3.415
H -4.420 5.903 -1.835
C 8.943 -0.296 0.605
O 8.418 0.897 1.178
H 8.986 -1.048 1.391
H 8.299 -0.662 -0.200
H 9.950 -0.135 0.214
H 8.378 1.561 0.485
C 9.745 0.126 7.032
O 9.070 -1.088 6.725
H 10.191 0.019 8.018
H 10.534 0.328 6.303
H 9.047 0.967 7.047
H 8.673 -0.994 5.855
C 1.399 2.084 -2.921
O 1.971 2.389 -4.200
H 1.919 1.233 -2.504
H 1.507 2.932 -2.244
H 0.341 1.835 -3.035
H 1.501 3.147 -4.554
C -4.845 -1.774 -1.841
O -5.657 -2.095 -0.717
H -4.192 -2.621 -2.044
H -5.468 -1.587 -2.720
H -4.234 -0.895 -1.633
H -6.225 -1.336 -0.554
C -8.523 2.615 -2.300
O -7.302 1.925 -2.539
H -8.785 3.147 -3.211
H -9.327 1.918 -2.052
H -8.414 3.338 -1.485
H -7.077 1.454 -1.732
C 2.801 6.737 2.572
O 2.499 5.715 1.631
H 2.349 7.658 2.212
H 2.388 6.500 3.556
H 3.881 6.884 2.663
H 2.898 4.898 1.948
C -1.873 2.955 -4.635
O -2.119 2.828 -3.243
H -0.801 3.073 -4.782
H -2.207 2.060 -5.169
H -2.390 3.830 -5.041
H -3.073 2.714 -3.125
C -0.533 -6.897 -1.984
O -0.549 -5.491 -1.710
H -0.159 -7.400 -1.095
H -1.543 -7.256 -2.199
H 0.121 -7.121 -2.829
H -0.881 -5.050 -2.498
C -3.100 5.879 -7.280
O -3.947 4.795 -6.909
H -3.151 6.630 -6.494
H -2.063 5.550 -7.384
H -3.429 6.332 -8.218
H -3.895 4.138 -7.609
C 3.043 -0.833 -1.785
O 2.866 -1.918 -2.697
H 3.543 -1.223 -0.904
H 3.664 -0.053 -2.230
H 2.076 -0.423 -1.495
H 2.425 -1.567 -3.476
C 6.448 -2.535 8.914
O 7.736 -2.028 9.220
H 5.813 -2.382 9.784
H 6.010 -2.007 8.061
H 6.486 -3.606 8.690
H 8.291 -2.162 8.442
C 1.740 -8.906 -5.197
O 1.344 -7.755 -4.458
H 1.587 -9.774 -4.560
H 1.137 -9.019 -6.101
H 2.796 -8.851 -5.473
H 1.479 -6.986 -5.019
C -3.092 -4.629 5.335
O -3.225 -5.551 4.261
H -2.657 -5.144 6.189
H -2.435 -3.804 5.051
H -4.071 -4.233 5.620
H -3.612 -5.062 3.526
C -0.223 -1.639 -4.864
O 0.105 -3.026 -4.822
H -0.873 -1.466 -5.718
H -0.748 -1.341 -3.953
H 0.678 -1.029 -4.983
H 0.680 -3.168 -4.063
C -5.343 1.908 0.356
O -5.134 0.511 0.135
H -5.947 2.297 -0.458
H -5.865 2.074 1.301
H -4.385 2.427 0.366
H -4.592 0.184 0.858
C -6.432 6.649 -4.333
O -5.081 6.765 -3.898
H -7.071 6.774 -3.462
H -6.675 7.423 -5.065
H -6.616 5.665 -4.773
H -4.517 6.652 -4.668
```

***

# C31H22BrN9O6Os

C31H22BrN9O6Os as an isolated structure in a non-equilibrium geometry (the ωB97M-V functional and the def2-TZVPD basis, the OMol25 dataset).

Summary:
HOMO level (alpha / beta) ... -13.26 / -13.26 eV
Charge ... +2
Kohn-Sham gap (alpha / beta) ... 0.1409 / 0.1414 Eh

Structure (XYZ):
```
70
C31H22BrN9O6Os, DFT the ωB97M-V functional and the def2-TZVPD basis
Os 0.180 -0.135 -0.021
C -3.051 4.500 0.365
N -2.136 3.364 0.594
C -1.799 2.385 -0.226
N -0.982 1.548 0.419
C -0.867 2.101 1.681
N -1.556 3.197 1.807
C -4.328 4.091 -0.333
C -4.967 4.982 -1.185
C -6.153 4.621 -1.811
C -6.703 3.366 -1.607
C -6.065 2.473 -0.754
C -4.891 2.844 -0.109
C -6.589 1.128 -0.544
N -7.620 0.557 -1.057
N -7.639 -0.743 -0.571
C -6.619 -0.864 0.202
O -5.903 0.287 0.273
C -6.119 -2.036 0.915
C -6.637 -3.299 0.650
C -6.076 -4.404 1.268
C -4.986 -4.259 2.115
C -4.474 -2.998 2.394
C -3.318 -2.867 3.348
N -2.117 -2.206 2.775
C -1.989 -1.274 1.846
N -0.689 -0.993 1.691
C -0.062 -1.827 2.589
N -0.902 -2.563 3.257
C -5.074 -1.884 1.819
H -2.533 5.268 -0.206
H -3.254 4.906 1.352
H -2.127 2.297 -1.251
H -0.273 1.682 2.479
H -4.545 5.968 -1.356
H -6.644 5.325 -2.470
H -7.620 3.067 -2.101
H -4.429 2.141 0.575
H -7.468 -3.398 -0.037
H -6.479 -5.391 1.078
H -4.545 -5.137 2.575
H -2.976 -3.845 3.666
H -3.605 -2.316 4.244
H -2.798 -0.819 1.299
H 1.006 -1.850 2.751
H -4.759 -0.881 2.084
O 0.967 -6.137 -1.401
C 0.687 -5.097 -0.907
C -0.695 -4.367 -0.992
O -1.755 -4.854 -1.207
C -0.375 -2.901 -0.696
C 0.986 -2.792 -0.231
O 1.443 -1.655 -0.008
C 1.669 -4.127 -0.166
O 2.708 -4.416 0.338
O -1.087 -1.913 -0.821
C 1.456 4.554 -2.461
C 1.498 3.060 -2.642
C 1.889 2.463 -3.837
C 1.853 1.088 -3.954
C 1.388 0.325 -2.900
Br 1.236 -1.517 -3.228
N 1.025 0.859 -1.722
C 1.128 2.212 -1.621
H 1.904 5.055 -3.317
H 1.988 4.866 -1.561
H 0.424 4.898 -2.379
H 2.228 3.071 -4.668
H 2.169 0.593 -4.861
H 0.913 2.637 -0.652
```

***

Summary of E_tot in eV
-166893.3925 -86438.6675 -126729.7162 -130691.2339
(order as listed above)